(1)
{"formula": "C12H28InN4O4", "method": "ωB97M-V with the def2-TZVPD basis set", "relative_energy_kcal_mol": 96.1, "total_charge": 3, "gap_ev": 2.89, "lumo_energy_ev": -15.316, "species": ["In", "C", "C", "O", "N", "C", "H", "H", "H", "H", "H", "H", "H", "C", "C", "O", "N", "C", "H", "H", "H", "H", "H", "H", "H", "C", "C", "O", "N", "C", "H", "H", "H", "H", "H", "H", "H", "C", "C", "O", "N", "C", "H", "H", "H", "H", "H", "H", "H"], "xyz": [[0.9907, -0.8680, 1.2329], [1.5768, 3.9614, 1.3415], [1.5733, 3.0663, 0.1373], [1.4007, 1.8302, 0.2488], [1.7434, 3.6092, -1.0610], [2.1976, 2.8650, -2.2525], [0.5984, 4.3819, 1.5527], [2.3390, 4.7083, 1.0946], [2.0386, 3.4666, 2.1941], [1.6480, 4.6100, -1.1648], [2.2852, 3.6366, -3.0155], [1.4151, 2.1706, -2.5464], [3.1928, 2.4573, -2.0977], [-3.3531, -1.7431, -0.0422], [-2.5314, -2.6955, 0.8076], [-1.4577, -2.3497, 1.3298], [-2.9880, -3.9578, 0.8116], [-2.3977, -5.0712, 1.4963], [-3.5341, -2.2706, -0.9849], [-2.8134, -0.8083, -0.1287], [-4.3946, -1.6557, 0.2760], [-3.6735, -4.1434, 0.0899], [-3.1385, -5.2319, 2.2964], [-1.3866, -4.9117, 1.8599], [-2.3308, -5.9492, 0.8508], [4.5689, -1.9281, -2.2039], [3.2266, -1.2567, -1.9704], [2.8937, -0.8995, -0.8141], [2.4533, -0.9418, -3.0058], [2.5551, -1.3538, -4.4042], [5.1598, -1.7924, -1.3066], [5.0268, -1.5733, -3.1273], [4.3915, -2.9826, -2.4363], [1.5287, -0.5701, -2.8248], [2.2826, -2.4144, -4.4137], [3.5536, -1.1952, -4.8074], [1.8547, -0.7595, -4.9836], [-2.2203, 2.8963, 1.3556], [-2.0321, 1.5606, 2.0417], [-1.3534, 0.6642, 1.5339], [-2.6759, 1.4488, 3.2233], [-2.5883, 0.2754, 4.0603], [-3.1598, 2.8532, 0.7993], [-1.4700, 3.0377, 0.5780], [-2.1738, 3.7629, 2.0115], [-3.1095, 2.2769, 3.6107], [-2.1994, 0.5255, 5.0466], [-1.9927, -0.4566, 3.5134], [-3.5204, -0.2847, 4.1974]], "forces_ev_per_angstrom": [[-0.80, 1.02, -0.93], [1.16, 0.22, -0.47], [-0.40, -0.45, 0.92], [0.07, -0.70, -0.50], [0.61, -0.43, -0.40], [-0.70, 1.26, 0.14], [0.07, 0.12, 0.11], [-0.54, 0.54, 0.17], [-0.55, -0.35, 0.08], [0.13, 0.03, 0.25], [-0.02, -0.25, -0.22], [0.32, -0.33, -0.11], [-0.17, -0.41, 0.18], [-0.28, -0.95, 0.03], [-0.41, 0.11, -1.56], [0.70, -0.05, 1.06], [1.25, 0.89, -0.93], [-0.61, -0.54, 0.51], [0.56, 0.44, -0.36], [-0.29, 0.11, -0.21], [0.25, 0.43, 0.63], [-0.43, -0.15, 0.49], [0.76, -0.74, 0.23], [-0.20, 0.59, 0.23], [-0.46, 0.06, -0.06], [-0.96, -0.07, -0.31], [0.38, 0.26, -0.58], [-0.48, -0.12, 1.14], [-0.67, 0.16, -0.48], [0.41, -0.39, 0.33], [0.28, -0.13, -0.17], [0.20, 0.44, 0.29], [-0.04, -0.12, 0.44], [0.20, 0.11, 0.62], [0.09, 0.07, -0.57], [0.01, -0.14, 0.10], [-0.08, -0.12, 0.01], [0.25, -0.24, -0.74], [-0.33, 1.80, 0.61], [0.63, -1.21, -0.33], [0.29, -0.74, -0.02], [0.17, -0.76, -0.39], [-0.19, 0.21, 0.29], [0.15, -0.22, 0.14], [-0.32, -0.14, 0.19], [-0.14, 0.03, -0.16], [0.11, -0.05, -0.03], [0.43, 0.17, 0.33], [-0.42, 0.68, 0.01]]}

(2)
{"formula": "C33H27Cl2MgN2O10PS2", "method": "ωB97M-V with the def2-TZVPD basis set", "total_charge": -2, "gap_ev": 6.94, "lumo_energy_ev": 4.054, "species": ["Mg", "O", "Cl", "O", "O", "O", "O", "C", "O", "C", "C", "Cl", "N", "N", "C", "C", "O", "O", "C", "C", "C", "C", "C", "C", "H", "H", "H", "H", "H", "H", "C", "C", "C", "C", "C", "C", "C", "C", "C", "C", "O", "O", "H", "H", "H", "H", "H", "H", "H", "H", "H", "H", "H", "S", "P", "S", "C", "C", "C", "C", "C", "C", "C", "C", "C", "C", "C", "C", "H", "H", "H", "H", "H", "H", "H", "H", "H", "H"], "xyz": [[1.4529, 0.3592, -0.4900], [4.7455, 1.9560, -1.8321], [4.0051, 1.0398, -1.0380], [4.8703, 0.0866, -0.4011], [3.1773, 1.7197, -0.0430], [3.0161, 0.3102, -1.8774], [3.2456, 0.1549, 4.9510], [3.8301, -0.8779, 4.3832], [4.6700, -1.5362, 4.9549], [3.4169, -1.1997, 2.9863], [3.9094, -2.2491, 2.2322], [5.0998, -3.4039, 2.6209], [3.3299, -2.2190, 1.0140], [2.4908, -1.1651, 0.9295], [2.5211, -0.5587, 2.0993], [1.5479, 0.5883, 2.2927], [1.4967, 1.1143, 3.4162], [0.8397, 0.8877, 1.3000], [3.4037, -3.1887, -0.0414], [3.4730, -2.7513, -1.3507], [3.4891, -3.6862, -2.3734], [3.4447, -5.0418, -2.0906], [3.3646, -5.4669, -0.7719], [3.3335, -4.5420, 0.2575], [2.5497, 0.5810, 4.3415], [3.4924, -1.6957, -1.5673], [3.5257, -3.3418, -3.3977], [3.4541, -5.7663, -2.8949], [3.2949, -6.5218, -0.5401], [3.2279, -4.8695, 1.2810], [-3.2449, -0.9470, 4.2123], [-2.5092, -1.2780, 2.9401], [-1.5167, -2.2398, 2.9114], [-0.8263, -2.5479, 1.7390], [0.1963, -3.6419, 1.7806], [-1.1097, -1.8355, 0.5772], [-2.1221, -0.8720, 0.5838], [-2.4452, -0.1131, -0.6707], [-2.8175, -0.6208, 1.7545], [-0.3298, -2.0516, -0.7139], [-0.4159, -3.1397, -1.2766], [0.3701, -1.0601, -1.1202], [-2.7061, -1.3197, 5.0834], [-4.2452, -1.3880, 4.2215], [-3.3603, 0.1321, 4.3244], [-1.2603, -2.7683, 3.8250], [0.9111, -3.4705, 2.5897], [0.7216, -3.7284, 0.8407], [-0.2889, -4.6042, 1.9662], [-1.6222, 0.5511, -0.9383], [-3.3456, 0.4876, -0.5398], [-2.5876, -0.7953, -1.5123], [-3.5954, 0.1332, 1.7488], [-0.0743, 5.7357, -2.1920], [-0.6775, 3.8538, -2.1080], [0.7071, 2.4006, -2.0941], [-1.8197, 3.7401, -0.6882], [-3.1520, 4.1303, -0.7961], [-3.9496, 4.2103, 0.3361], [-3.4161, 3.9175, 1.5848], [-2.0880, 3.5283, 1.6939], [-1.2952, 3.4402, 0.5609], [-1.7615, 3.4814, -3.5463], [-2.5419, 2.3275, -3.5553], [-3.3219, 2.0126, -4.6555], [-3.3171, 2.8417, -5.7716], [-2.5311, 3.9839, -5.7745], [-1.7598, 4.3047, -4.6631], [-3.5639, 4.3816, -1.7665], [-4.9874, 4.5102, 0.2452], [-4.0376, 3.9870, 2.4702], [-1.6621, 3.2851, 2.6592], [-0.2691, 3.1218, 0.6466], [-2.5293, 1.6689, -2.6973], [-3.9237, 1.1119, -4.6488], [-3.9267, 2.5957, -6.6331], [-2.5159, 4.6290, -6.6446], [-1.1542, 5.2023, -4.6390]], "forces_ev_per_angstrom": [[-0.57, 0.32, -0.23], [-0.11, -0.05, 0.07], [0.12, 0.11, -0.07], [-0.04, 0.14, -0.12], [0.44, -0.25, -0.12], [0.47, 0.10, 0.18], [0.17, -0.10, 0.11], [-0.04, 0.09, -0.07], [0.07, -0.10, 0.08], [0.11, -0.05, 0.07], [0.07, 0.02, 0.04], [0.02, 0.04, 0.04], [-0.10, 0.08, -0.06], [0.08, -0.23, 0.06], [-0.19, -0.05, -0.02], [-0.08, 0.05, -0.02], [0.02, 0.09, 0.16], [0.09, 0.03, 0.30], [-0.03, 0.14, 0.04], [0.00, 0.02, -0.02], [0.00, -0.02, 0.00], [0.02, 0.01, 0.02], [-0.01, 0.00, -0.03], [-0.06, -0.02, 0.06], [-0.23, 0.07, -0.08], [0.01, -0.04, -0.02], [-0.01, 0.01, -0.02], [-0.02, -0.01, -0.01], [0.01, -0.02, 0.00], [-0.01, 0.00, 0.01], [0.01, 0.00, -0.02], [-0.04, 0.01, 0.04], [0.00, -0.01, -0.01], [-0.11, 0.13, -0.03], [0.07, -0.12, 0.11], [0.09, 0.10, -0.04], [-0.05, 0.06, -0.01], [-0.03, 0.08, -0.01], [0.02, 0.05, -0.01], [0.15, -0.16, 0.06], [-0.04, -0.09, -0.04], [-0.39, -0.37, -0.17], [0.01, -0.01, 0.02], [-0.01, -0.01, 0.00], [0.00, 0.01, 0.00], [0.02, -0.01, 0.02], [0.06, 0.00, 0.01], [0.15, -0.03, -0.19], [0.02, -0.01, 0.01], [0.01, 0.05, -0.01], [-0.04, 0.02, 0.00], [0.00, 0.02, -0.02], [-0.06, 0.09, 0.00], [0.02, -0.02, -0.07], [0.09, 0.00, -0.08], [-0.20, 0.07, -0.03], [0.00, 0.07, -0.05], [-0.03, -0.03, -0.01], [0.00, 0.00, -0.02], [0.01, -0.04, 0.02], [-0.08, -0.02, 0.08], [-0.07, -0.12, 0.03], [0.02, -0.02, 0.00], [0.01, -0.01, 0.00], [0.00, 0.00, -0.02], [-0.02, 0.01, 0.02], [0.01, -0.01, 0.02], [-0.06, 0.04, 0.01], [0.01, 0.01, 0.01], [0.00, 0.00, -0.01], [0.00, -0.01, 0.00], [0.00, -0.02, 0.00], [0.19, -0.07, 0.03], [0.02, -0.04, 0.03], [-0.01, -0.01, 0.01], [0.01, -0.01, -0.02], [0.00, 0.02, -0.01], [0.02, 0.01, 0.00]]}

(3)
{"formula": "C18H37AlO2P3", "method": "ωB97M-V with the def2-TZVPD basis set", "relative_energy_kcal_mol": 44.8, "total_charge": 3, "gap_ev": 4.04, "lumo_energy_ev": -11.941, "species": ["Al", "P", "P", "P", "H", "C", "C", "H", "C", "C", "C", "C", "C", "C", "C", "C", "C", "H", "H", "H", "H", "H", "H", "H", "H", "H", "H", "H", "H", "H", "H", "H", "H", "H", "H", "H", "H", "H", "H", "H", "H", "H", "H", "H", "H", "H", "C", "C", "C", "C", "C", "C", "O", "H", "H", "H", "H", "H", "H", "O", "C"], "xyz": [[-0.1170, -0.0412, 0.9013], [1.5565, 0.7944, 2.8289], [-1.3718, 1.9916, 0.4708], [1.8592, -0.4793, -0.3849], [-2.2090, -1.5958, 1.3129], [-1.1849, -1.8946, 1.0337], [-0.1862, -2.0535, 2.0316], [-0.4554, -1.9161, 3.0835], [1.2213, 1.0973, 4.5961], [2.2625, 2.4311, 2.3885], [3.0826, -0.1916, 3.0683], [-2.9275, 1.4703, -0.3203], [-1.9225, 3.3212, 1.5954], [-0.3669, 2.9236, -0.7325], [2.7742, -2.0105, 0.0567], [3.2018, 0.7390, -0.6467], [1.4259, -0.8251, -2.1139], [-1.1932, -2.5134, 0.1320], [0.6527, -2.7496, 1.9055], [0.9035, 0.1647, 5.0779], [0.4318, 1.8432, 4.7331], [2.1452, 1.4512, 5.0809], [1.4678, 3.1844, 2.3346], [2.7761, 2.3935, 1.4219], [2.9813, 2.7282, 3.1673], [2.8104, -1.1932, 3.4215], [3.7070, 0.2905, 3.8342], [3.6689, -0.2870, 2.1521], [-3.0825, 2.0575, -1.2347], [-3.7550, 1.6580, 0.3771], [-2.9572, 0.4029, -0.5737], [-2.2128, 4.2021, 1.0002], [-1.1207, 3.6187, 2.2850], [-2.7878, 2.9963, 2.1903], [-0.9352, 3.8096, -1.0460], [-0.1195, 2.3091, -1.6076], [0.5713, 3.2542, -0.2633], [3.4029, -2.2927, -0.8003], [2.0728, -2.8287, 0.2640], [3.4121, -1.8708, 0.9375], [3.7846, 0.4118, -1.5207], [3.8760, 0.8240, 0.2141], [2.7731, 1.7247, -0.8717], [2.2896, -1.2652, -2.6284], [1.1483, 0.1001, -2.6314], [0.5749, -1.5105, -2.1480], [-2.0023, -1.6395, -2.9892], [-3.1082, -1.1245, -3.6947], [-3.5775, -1.8276, -4.8182], [-2.9449, -2.9928, -5.2563], [-1.7712, -3.4015, -4.6296], [-1.2927, -2.7378, -3.5003], [-1.7257, -1.2841, -1.6771], [-1.5441, -0.3366, -1.4846], [-3.6135, -0.2274, -3.3515], [-4.4570, -1.4752, -5.3447], [-3.3294, -3.5510, -6.1096], [-1.2286, -4.2710, -5.0000], [-0.4165, -3.1009, -2.9564], [-1.7714, 0.7324, 3.7025], [-1.1458, 0.5630, 2.7371]], "forces_ev_per_angstrom": [[1.24, 1.80, 1.40], [1.99, 0.68, 0.61], [-0.10, 1.05, -1.92], [1.38, -0.65, -1.81], [0.53, 0.41, 0.13], [0.90, -1.89, 2.27], [-2.77, -1.83, -0.90], [0.23, 0.77, -0.24], [-0.87, -0.23, 0.21], [-0.24, 0.06, -0.42], [-0.05, -0.45, -0.28], [-0.26, -0.18, -0.10], [0.24, -0.31, 1.01], [0.02, -0.05, -0.15], [-0.31, -0.11, 0.53], [-0.15, 0.47, 0.40], [-0.46, -0.01, -0.09], [0.66, 0.67, -0.21], [0.05, 0.73, -0.44], [0.06, 0.20, 0.05], [0.17, -0.08, 0.09], [-0.30, -0.12, -0.33], [0.18, -0.04, 0.05], [-0.10, 0.08, 0.23], [-0.24, -0.14, -0.23], [0.17, 0.12, -0.02], [-0.25, -0.06, -0.24], [-0.06, 0.07, 0.20], [-0.06, -0.07, 0.21], [0.16, 0.02, -0.22], [-0.08, 0.32, 0.05], [0.14, -0.45, -0.05], [-0.19, 0.04, -0.16], [0.25, 0.08, -0.16], [0.19, -0.21, -0.07], [-0.10, 0.17, 0.10], [-0.27, -0.05, -0.06], [-0.22, 0.17, 0.20], [0.25, 0.08, -0.20], [-0.19, -0.08, -0.29], [-0.23, -0.04, 0.27], [-0.18, -0.01, -0.23], [0.19, -0.19, 0.01], [-0.17, 0.11, 0.17], [0.00, -0.12, 0.04], [0.23, 0.11, -0.16], [-0.76, -0.76, -1.76], [0.49, -0.67, 0.09], [0.31, 0.16, 0.31], [0.27, 0.37, 0.07], [0.17, -0.15, 0.05], [-0.42, 0.41, 0.39], [0.72, 1.02, 1.45], [-0.42, -0.64, -1.20], [-0.09, -0.14, 0.03], [0.07, 0.06, 0.10], [0.07, 0.20, 0.25], [-0.16, 0.21, 0.09], [-0.32, -0.07, -0.24], [2.67, -0.26, -3.80], [-3.96, -0.56, 4.88]]}

(4)
{"formula": "C5H7OP", "method": "ωB97M-V with the def2-TZVPD basis set", "relative_energy_kcal_mol": 93.6, "gap_ev": [6.95, 6.92], "lumo_energy_ev": [-0.641, -0.636], "species": ["C", "C", "C", "C", "C", "O", "P", "H", "H", "H", "H", "H", "H", "H"], "xyz": [[-1.7821, 1.3102, 0.3190], [-0.7536, 1.0191, -0.4475], [1.3286, -0.5320, 0.9836], [1.2506, -0.5647, -0.5656], [0.1154, 0.3056, -1.0627], [-2.7613, 0.4058, 0.5389], [-2.6380, -1.0172, -0.1253], [-2.1116, 2.3035, 0.5084], [0.6364, 0.2887, 1.2531], [2.3920, -0.3108, 1.2411], [1.1392, -1.4426, 1.4012], [1.0184, -1.6160, -0.8442], [2.2288, -0.3748, -1.0506], [-0.0626, 0.2254, -2.1494]], "forces_ev_per_angstrom": [[1.07, 1.46, -1.62], [-0.78, 0.39, 1.75], [1.81, 3.15, -1.96], [-0.17, -0.82, 0.70], [1.29, -1.17, -2.41], [-0.92, 0.46, 1.16], [-0.50, -2.47, -0.68], [0.08, 0.64, 0.65], [0.62, -0.68, 0.77], [-0.91, 0.25, 0.21], [-1.05, -2.29, 1.21], [-0.10, 0.63, -0.24], [-0.67, 0.32, 0.16], [0.24, 0.14, 0.30]]}